{"formula": "C4H12N2", "method": "ωB97M-V with the def2-TZVPD basis set", "symbols": ["C", "N", "C", "C", "N", "C", "H", "H", "H", "H", "H", "H", "H", "H", "H", "H", "H", "H"], "positions_angstrom": [[-2.608, 0.452, 2.367], [-1.462, 0.866, 1.643], [-0.543, -0.327, 1.335], [0.059, -0.217, -0.028], [1.341, -0.644, -0.406], [2.294, 0.297, -3.108], [-3.432, -0.145, 1.885], [-2.283, -0.136, 3.288], [-3.167, 1.329, 2.670], [-0.944, -1.364, 1.285], [0.315, -0.311, 2.030], [3.253, -0.213, -3.082], [0.075, 0.903, -0.182], [-0.627, -0.837, -0.669], [1.877, -1.068, 0.332], [1.555, -0.382, -3.590], [2.355, 1.267, -3.645], [1.942, 0.530, -2.124]], "atomic_forces_ev_per_a": [[-0.71, -0.41, 0.76], [2.54, -3.03, -0.86], [-0.98, 0.56, 0.79], [0.85, 0.20, -0.63], [-0.80, 0.69, 0.37], [-0.61, 0.45, -1.13], [1.02, -0.14, -0.21], [-0.43, 0.46, -0.89], [0.10, 0.38, 0.38], [-0.58, 0.62, 1.15], [-0.49, 0.00, 0.35], [0.11, 0.14, 0.09], [-0.85, -0.27, -1.35], [0.03, 1.14, -0.14], [0.13, -0.45, 0.77], [0.47, 0.59, 0.23], [0.13, -0.77, -0.08], [0.08, -0.17, 0.40]], "lowdin_charge": [-0.2178, 0.0076, -0.2697, -0.3843, 0.0882, -0.0713, 0.0939, 0.1061, 0.0567, 0.1207, 0.1287, 0.0112, 0.1445, 0.1558, 0.0315, 0.0270, 0.0205, -0.0492], "e_tot_ev": -7315.262, "gap_ev": 4.25, "e_lumo_ev": -3.036, "charge": 0}

{"formula": "C4H12N2", "method": "ωB97M-V with the def2-TZVPD basis set", "symbols": ["C", "N", "C", "C", "N", "C", "H", "H", "H", "H", "H", "H", "H", "H", "H", "H", "H", "H"], "positions_angstrom": [[-0.759, -0.546, -2.173], [-0.907, 0.914, -1.874], [-0.944, 1.000, -0.358], [-0.002, -0.005, 0.312], [0.256, 0.238, 1.716], [1.377, -0.539, 2.171], [-0.356, -0.612, -3.301], [-1.537, -1.276, -1.944], [0.016, -1.062, -1.599], [-0.060, 1.502, -2.169], [-0.869, 2.053, -0.110], [-2.037, 0.916, -0.134], [-0.497, -1.162, 0.418], [1.096, -0.146, -0.010], [0.200, 1.180, 2.050], [1.506, -0.559, 3.314], [1.150, -1.650, 2.100], [2.369, -0.247, 1.592]], "atomic_forces_ev_per_a": [[2.64, 0.26, -3.19], [1.08, -0.42, 1.48], [-1.33, 0.11, -1.74], [0.16, -2.75, 2.34], [-0.65, -0.22, 1.03], [1.01, -0.82, 1.30], [-1.41, -0.17, 2.35], [-1.14, 1.03, -0.50], [0.55, 0.57, -0.25], [-1.43, -1.80, 0.22], [1.12, 0.20, 0.34], [0.85, -1.01, 0.37], [1.22, 3.02, -1.08], [-1.79, 0.39, -1.31], [0.27, 0.33, -0.09], [0.07, 1.00, -1.63], [0.34, 1.14, -0.86], [-1.58, -0.86, 1.25]], "lowdin_charge": [-0.1855, -0.1282, -0.2296, -0.2825, -0.1993, -0.1901, 0.1168, 0.0709, 0.0235, 0.1206, 0.0994, 0.1202, 0.1723, 0.1154, 0.0965, 0.0913, 0.0833, 0.1051], "e_tot_ev": -7319.918, "gap_ev": 9.50, "smiles": "CNCCNC", "e_lumo_ev": 1.023, "charge": 0}